(1)
58
Properties=species:S:1:pos:R:3 method="wB97M-V/def2-TZVPD" total_charge=0 e_homo_ha=-0.3144 smiles="CC(C)[C@@](C)(C#N)NC(=O)CSc1nc(C2CCCCC2)n(-c2ccccc2)n1" homo_lumo_gap_ev=9.2
C -1.30 -0.44 -1.33
C -2.62 0.34 -1.37
C -3.00 0.64 -2.82
C -3.73 -0.44 -0.63
C -5.09 0.27 -0.69
C -3.89 -1.75 -1.24
N -4.02 -2.78 -1.72
N -3.36 -0.66 0.77
C -3.18 0.33 1.67
O -3.28 1.51 1.42
C -2.89 -0.16 3.08
S -1.80 -1.62 3.14
C -0.43 -0.89 2.36
N 0.66 -1.58 1.95
C 1.42 -0.67 1.39
C 2.70 -0.99 0.71
C 2.58 -0.73 -0.80
C 3.89 -1.07 -1.50
C 4.27 -2.53 -1.25
C 4.38 -2.79 0.25
C 3.07 -2.45 0.96
N 0.81 0.55 1.46
C 1.12 1.83 0.98
C 2.43 2.28 0.85
C 2.67 3.55 0.36
C 1.62 4.38 0.01
C 0.32 3.94 0.17
C 0.06 2.67 0.65
N -0.38 0.39 2.08
H -1.38 -1.35 -1.91
H -0.50 0.17 -1.74
H -1.04 -0.71 -0.31
H -2.49 1.29 -0.83
H -3.83 1.33 -2.88
H -2.15 1.09 -3.33
H -3.26 -0.28 -3.35
H -5.48 0.29 -1.70
H -4.98 1.29 -0.32
H -5.81 -0.25 -0.06
H -3.22 -1.61 1.08
H -3.82 -0.47 3.56
H -2.44 0.65 3.65
H 3.51 -0.36 1.12
H 1.78 -1.36 -1.19
H 2.32 0.31 -0.98
H 3.78 -0.90 -2.57
H 4.68 -0.42 -1.13
H 5.22 -2.76 -1.74
H 3.50 -3.18 -1.67
H 4.63 -3.84 0.43
H 5.19 -2.19 0.67
H 2.27 -3.09 0.58
H 3.16 -2.63 2.03
H 3.26 1.66 1.15
H 3.69 3.89 0.26
H 1.82 5.37 -0.37
H -0.51 4.58 -0.09
H -0.95 2.32 0.80

(2)
64
Properties=species:S:1:pos:R:3 method="wB97M-V/def2-TZVPD" total_charge=0 relative_energy_ev=1.538 e_homo_ha="-0.2664 / -0.2739" homo_lumo_gap_ev="7.2 / 7.4"
Pd 0.77 -0.34 -1.21
O -2.73 -3.58 -4.60
C -3.33 -3.28 -3.47
O -4.41 -3.72 -3.14
C -2.63 -2.33 -2.55
C -3.18 -1.92 -1.35
N -2.30 -1.09 -0.77
N -1.21 -0.92 -1.54
C -1.38 -1.67 -2.62
C -0.30 -1.66 -3.70
O -0.51 -2.37 -4.69
O 0.68 -0.93 -3.45
H -1.82 -3.12 -4.67
H -4.12 -2.18 -0.91
H -2.35 -0.60 0.12
C 4.68 1.38 -1.72
C 5.49 0.51 -1.00
C 4.91 -0.56 -0.34
C 3.54 -0.73 -0.40
N 2.77 0.13 -1.09
C 3.32 1.15 -1.74
C 2.79 -1.86 0.18
C 3.34 -2.76 1.09
C 2.58 -3.84 1.52
C 1.29 -4.02 1.04
C 0.74 -3.10 0.16
C 1.48 -2.01 -0.26
H 5.09 2.22 -2.27
H 6.56 0.66 -0.97
H 5.53 -1.26 0.20
H 2.64 1.78 -2.30
H 4.34 -2.63 1.47
H 3.00 -4.55 2.22
H 0.71 -4.88 1.35
H -0.28 -3.24 -0.21
C -1.14 4.32 1.67
N -0.68 3.03 2.13
C 0.35 3.11 3.15
P -0.68 1.66 1.19
O 0.67 1.19 0.80
N -1.57 1.98 -0.15
C -3.02 2.05 -0.17
C -0.89 2.47 -1.34
N -1.50 0.51 2.05
C -0.82 -0.76 2.28
C -2.36 0.86 3.17
H -1.49 4.91 2.52
H -1.97 4.22 0.97
H -0.34 4.89 1.18
H -0.05 3.61 4.04
H 1.22 3.66 2.79
H 0.68 2.11 3.44
H -3.44 1.64 0.75
H -3.42 1.46 -1.00
H -3.38 3.08 -0.27
H -0.04 3.10 -1.09
H -1.59 3.07 -1.92
H -0.55 1.64 -1.98
H -0.17 -1.02 1.44
H -1.55 -1.56 2.42
H -0.19 -0.71 3.17
H -2.86 1.82 3.01
H -1.78 0.93 4.10
H -3.12 0.09 3.30

(3)
61
Properties=species:S:1:pos:R:3 method="wB97M-V/def2-TZVPD" total_charge=0 relative_energy_ev=0.271 e_homo_ha=-0.2943 smiles="NC(N)(N)CC1=CC(=O)OC1=O.c1cc[nH]c1.c1cc[nH]c1.c1cc[nH]c1.c1cc[nH]c1" homo_lumo_gap_ev=6.6
N -1.42 -5.14 0.65
C -0.74 -3.86 0.84
N 0.04 -3.49 -0.32
N -1.71 -2.78 1.00
C 0.20 -4.07 2.05
C 0.62 -2.84 2.78
C 0.35 -2.51 4.04
C 0.97 -1.20 4.35
O 0.89 -0.54 5.34
O 1.69 -0.81 3.26
C 1.48 -1.73 2.23
O 1.97 -1.57 1.16
H -1.90 -5.42 1.50
H -2.15 -5.00 -0.04
H 0.79 -4.15 -0.47
H -0.55 -3.41 -1.14
H -1.28 -1.88 0.82
H -2.17 -2.78 1.90
H 1.08 -4.62 1.72
H -0.33 -4.69 2.78
H -0.23 -3.07 4.76
C -1.90 3.73 5.77
C -0.65 4.40 5.88
C 0.33 3.46 5.73
N -0.27 2.25 5.53
C -1.62 2.40 5.55
H -2.89 4.16 5.85
H -0.49 5.45 6.07
H 1.41 3.55 5.74
H 0.22 1.38 5.38
H -2.28 1.56 5.41
C -0.42 8.64 3.09
C -1.66 9.25 3.43
C -2.41 8.31 4.09
N -1.67 7.16 4.16
C -0.46 7.36 3.56
H 0.40 9.10 2.57
H -1.97 10.26 3.21
H -3.40 8.36 4.51
H -1.96 6.30 4.59
H 0.27 6.56 3.51
C 1.26 -5.24 -5.63
C 0.91 -3.87 -5.78
C 0.73 -3.36 -4.52
N 0.96 -4.37 -3.62
C 1.28 -5.52 -4.29
H 1.48 -5.95 -6.42
H 0.81 -3.32 -6.70
H 0.48 -2.37 -4.20
H 0.90 -4.27 -2.63
H 1.50 -6.43 -3.76
C 1.81 0.75 -8.37
C 2.46 -0.38 -8.95
C 1.57 -1.42 -8.93
N 0.41 -0.96 -8.36
C 0.55 0.36 -8.02
H 2.23 1.73 -8.23
H 3.46 -0.42 -9.34
H 1.66 -2.43 -9.27
H -0.42 -1.51 -8.22
H -0.25 0.90 -7.55

(4)
56
Properties=species:S:1:pos:R:3 method="wB97M-V/def2-TZVPD" total_charge=0 relative_energy_ev=20.694 e_homo_ha=-0.3060 smiles="CCOC(=O)C1(Cc2ccc(OC)cc2)CCN(C(=O)C2=CCCC2)CC1" homo_lumo_gap_ev=8.8
C -3.27 -3.26 -0.41
C -1.66 -3.39 -0.52
O -1.13 -2.43 -0.07
C -1.02 -1.28 -0.66
O -1.45 -1.25 -1.68
C -0.16 -0.09 -0.14
C -0.93 0.67 1.20
C -2.34 0.83 0.58
C -2.68 2.08 0.45
C -3.98 2.40 -0.20
C -5.10 1.56 0.05
O -6.33 1.88 -0.55
C -7.14 0.86 -0.35
C -4.62 0.13 0.71
C -3.55 -0.01 1.18
C 0.18 0.98 -1.15
C 1.21 2.14 -0.52
N 2.34 1.32 -0.17
C 3.67 1.24 -0.77
O 3.83 2.37 -1.47
C 4.76 0.55 -0.35
C 4.84 -0.78 -0.24
C 6.29 -1.40 0.15
C 7.03 0.10 0.44
C 6.01 1.31 0.41
C 2.17 0.10 0.98
C 1.19 -0.61 0.47
H -3.69 -4.21 -0.89
H -3.51 -2.43 -0.92
H -3.65 -3.11 0.73
H -1.32 -4.15 0.05
H -1.40 -3.52 -1.57
H -0.98 -0.25 1.89
H -0.28 1.41 1.45
H -1.87 2.85 0.01
H -4.33 3.37 -0.61
H -8.08 1.33 -0.71
H -6.99 -0.15 -0.85
H -7.46 0.78 0.61
H -5.52 -0.67 0.74
H -3.30 -1.07 1.45
H 0.68 0.40 -1.94
H -0.70 1.41 -1.38
H 0.90 2.58 0.30
H 1.58 2.48 -1.36
H 4.26 -1.40 -0.78
H 6.10 -1.87 1.10
H 6.83 -1.78 -0.71
H 7.70 0.21 -0.59
H 7.52 0.11 1.40
H 5.76 1.59 1.54
H 6.32 2.23 -0.48
H 1.75 0.94 1.79
H 3.05 -0.23 1.18
H 1.53 -1.37 -0.21
H 0.96 -1.50 1.38

(5)
57
Properties=species:S:1:pos:R:3 method="wB97M-V/def2-TZVPD" total_charge=0 relative_energy_ev=20.986 e_homo_ha=-0.2919 smiles=CCN(CC)CC[C@@H](c1ccc2c(c1)OCO2)c1c(O)cc(OC)cc1OC homo_lumo_gap_ev=8.6
C 4.15 2.83 -0.63
C 2.57 2.99 -0.28
N 1.59 2.46 -1.06
C 1.31 3.18 -2.27
C 2.19 3.57 -3.51
C 1.92 1.06 -1.39
C 1.56 0.00 -0.51
C 0.07 0.09 -0.06
C -0.71 -0.83 -1.02
C -0.42 -1.66 -2.15
C -1.00 -2.53 -2.87
C -2.48 -2.36 -2.55
C -2.79 -1.67 -1.67
C -2.15 -0.85 -0.93
O -4.53 -1.67 -1.66
C -4.71 -2.83 -2.49
O -3.44 -3.17 -2.95
C -0.36 0.11 1.27
C -0.44 1.09 2.03
O -0.11 2.44 1.52
C -0.75 1.04 3.52
C -0.93 -0.23 4.02
O -1.23 -0.25 5.41
C -1.50 -1.41 5.82
C -0.81 -1.47 2.98
C -0.58 -1.16 1.83
O -0.03 -2.52 0.98
C -0.51 -3.62 1.41
H 4.55 3.46 0.09
H 4.20 3.15 -1.71
H 4.47 1.98 -0.46
H 2.34 3.90 -0.18
H 2.58 2.38 0.58
H 0.56 2.60 -2.67
H 0.79 4.21 -1.96
H 1.68 3.92 -4.25
H 3.03 4.15 -3.34
H 2.68 2.68 -3.94
H 2.85 0.74 -1.82
H 1.47 0.61 -2.38
H 1.97 0.47 0.51
H 2.01 -1.01 -0.60
H -0.32 1.16 -0.58
H 0.71 -1.61 -2.38
H -0.66 -3.16 -3.55
H -2.44 -0.25 -0.11
H -5.40 -2.36 -3.37
H -4.98 -3.67 -1.99
H 0.07 2.38 0.66
H -0.98 1.92 3.93
H -0.71 -2.23 5.99
H -2.34 -2.16 5.55
H -1.83 -1.40 7.09
H -0.81 -2.33 3.63
H 0.26 -3.94 2.13
H -0.31 -4.43 0.68
H -1.32 -3.77 1.68

(6)
70
Properties=species:S:1:pos:R:3 method="wB97M-V/def2-TZVPD" total_charge=-1 e_homo_ha=-0.1663 homo_lumo_gap_ev=6.4
O 2.23 -1.12 1.01
C 1.41 -1.47 1.85
C 1.03 -0.61 3.01
B -0.60 -0.47 3.34
O -0.88 0.95 3.73
C -2.07 1.29 3.08
C -1.91 0.60 1.71
C -0.82 1.22 0.83
C -1.37 2.08 -0.32
C -1.83 1.24 -1.51
C -0.71 0.49 -2.24
S 0.54 1.60 -2.88
O 1.48 1.88 -1.84
O -0.05 2.73 -3.54
O 1.31 0.69 -3.96
O -1.50 -0.68 2.15
C 0.80 -2.84 1.68
C -0.29 -3.04 0.84
C -0.85 -4.29 0.65
C -0.32 -5.39 1.32
C 0.76 -5.19 2.16
C 1.32 -3.94 2.35
H 1.58 -0.95 3.89
H 1.41 0.40 2.78
H -0.86 -1.27 4.24
H -2.32 2.35 3.08
H -2.88 0.72 3.58
H -2.87 0.57 1.18
H -0.26 0.40 0.38
H -0.08 1.76 1.42
H -0.59 2.77 -0.65
H -2.18 2.72 0.03
H -2.58 0.51 -1.18
H -2.31 1.89 -2.24
H -0.17 -0.24 -1.63
H -1.16 -0.05 -3.07
H 0.82 -0.14 -4.07
H -0.73 -2.18 0.35
H -1.70 -4.37 -0.01
H -0.77 -6.36 1.18
H 1.18 -6.04 2.70
H 2.16 -3.78 3.02
C -4.30 1.13 -8.05
C -4.35 -0.38 -8.09
O -3.50 -0.96 -7.08
C -4.00 -1.01 -5.86
O -5.08 -0.63 -5.51
C -2.99 -1.67 -4.91
F -1.75 -1.17 -5.11
F -2.94 -2.99 -5.13
F -3.32 -1.47 -3.64
H -3.27 1.48 -8.13
H -4.89 1.55 -8.86
H -4.70 1.51 -7.11
H -3.96 -0.75 -9.04
H -5.36 -0.76 -7.98
C 4.25 0.81 3.47
C 4.57 2.28 3.39
O 4.69 2.87 4.71
C 5.84 2.70 5.33
O 6.80 2.12 4.94
C 5.79 3.42 6.70
F 4.66 3.17 7.35
F 5.88 4.75 6.52
F 6.81 3.04 7.46
H 3.35 0.64 4.06
H 4.09 0.40 2.47
H 5.07 0.25 3.94
H 3.76 2.82 2.91
H 5.49 2.47 2.83

(7)
68
Properties=species:S:1:pos:R:3 method="wB97M-V/def2-TZVPD" total_charge=0 relative_energy_ev=0.032 e_homo_ha=-0.3664 smiles="O=[N+]([O-])c1ccccc1.O=[N+]([O-])c1ccccc1.BrCCBr.BrCCBr.BrCCBr.BrCCBr.BrCCBr" homo_lumo_gap_ev=9.5
O -14.81 25.96 13.29
N -14.31 26.79 13.99
O -13.69 27.71 13.58
C -14.48 26.68 15.42
C -15.13 25.58 15.97
C -15.22 25.49 17.34
C -14.78 26.52 18.16
C -14.16 27.62 17.60
C -14.00 27.67 16.22
H -15.45 24.76 15.35
H -15.67 24.60 17.77
H -14.97 26.45 19.22
H -13.77 28.43 18.20
H -13.46 28.50 15.79
O -9.32 24.69 16.74
N -9.77 25.73 16.31
O -10.49 26.48 16.93
C -9.41 26.09 14.95
C -10.25 26.93 14.25
C -9.89 27.36 12.98
C -8.66 26.98 12.48
C -7.82 26.13 13.19
C -8.17 25.74 14.46
H -11.21 27.25 14.66
H -10.58 28.06 12.51
H -8.39 27.27 11.46
H -6.88 25.93 12.70
H -7.52 25.12 15.06
Br -18.41 25.02 18.91
C -19.48 24.35 20.42
C -20.58 23.54 19.83
Br -21.58 22.62 21.23
H -19.82 25.22 20.97
H -18.80 23.84 21.09
H -20.21 22.83 19.09
H -21.30 24.16 19.30
Br -20.26 20.19 17.37
C -18.56 21.07 16.90
C -18.55 21.40 15.44
Br -17.07 22.67 15.20
H -17.75 20.45 17.27
H -18.56 21.98 17.51
H -19.46 21.92 15.17
H -18.33 20.54 14.82
Br -11.36 23.10 20.02
C -12.03 24.89 19.73
C -12.20 25.46 21.11
Br -12.83 27.32 21.11
H -12.92 24.86 19.11
H -11.25 25.43 19.21
H -11.25 25.44 21.62
H -12.92 24.87 21.68
Br -19.68 25.57 15.66
C -18.23 26.85 15.49
C -18.76 28.08 14.79
Br -17.25 29.32 14.55
H -17.44 26.42 14.87
H -17.76 27.06 16.45
H -19.56 28.60 15.31
H -19.10 27.81 13.80
Br -14.93 33.08 11.73
C -15.44 33.01 13.61
C -14.30 32.57 14.48
Br -13.88 30.67 14.16
H -16.36 32.45 13.71
H -15.66 34.05 13.88
H -14.49 32.65 15.54
H -13.40 33.11 14.19